1.
Entry from the Open Molecules 2025 dataset: the molecule C8H10 in a non-equilibrium geometry (wB97M-V/def2-TZVPD).

ΔE to the lowest compared entry with this formula, charge and spin in kJ/mol: 99.8
Kohn-Sham gap in eV: 10.129
LUMO energy in eV: 1.149
SMILES: CCc1ccccc1
Total charge: 0

CARTESIAN COORDINATES (ANGSTROEM)
C1 -1.85317 -0.25191 -2.02388
C2 -1.50010 -1.08550 -0.79019
C3 -0.40459 -0.42288 -0.07226
C4 0.91217 -0.61496 -0.47565
C5 2.00523 -0.06519 0.29657
C6 1.69795 0.86568 1.27798
C7 0.41664 1.19975 1.59159
C8 -0.65331 0.58799 0.91208
H1 -1.31073 -0.69948 -2.88912
H2 -1.39390 0.72497 -1.90898
H3 -2.89172 -0.18770 -2.32397
H4 -2.45443 -1.23627 -0.28710
H5 -1.01759 -2.18540 -0.96379
H6 1.25032 -1.27020 -1.19538
H7 2.98938 -0.30284 -0.09256
H8 2.51568 1.33662 1.75724
H9 0.25323 1.80422 2.39257
H10 -1.66515 0.73821 1.21361

Here are the natural (NBO) charges for atoms 1 to 2, given in e: atom 1 (C): -0.6130, atom 2 (C): -0.4259

***

2.
Entry from the Open Molecules 2025 dataset: a structure of composition C8H10AuCl3GeN2O2S2 (wB97M-V/def2-TZVPD).

ΔE to the lowest compared entry with this formula, charge and spin in kJ/mol: 31.7
Kohn-Sham gap (alpha / beta) in eV: 6.547 / 5.634
Expectation value of S²: 0.7807
LUMO energy (alpha / beta) in eV: -6.440 / -7.295
Total charge: +1
2S+1: 2

CARTESIAN COORDINATES (ANGSTROEM)
Au1 -0.54427 0.69530 -0.39714
C1 2.47274 1.91780 0.04732
O1 1.71241 1.23523 -0.96174
C2 2.37668 0.10591 -1.53424
C3 2.01967 -1.15729 -0.80001
O2 0.62355 -1.34488 -0.99679
C4 0.13046 -2.59685 -0.50683
H1 3.43473 2.21678 -0.36790
H2 2.63073 1.28791 0.92520
H3 1.90637 2.80180 0.32626
H4 3.45683 0.25691 -1.54376
H5 2.02069 0.02949 -2.56327
H6 2.23546 -1.07629 0.27215
H7 2.57729 -1.99971 -1.21662
H8 0.59429 -3.41133 -1.06410
H9 -0.94323 -2.60858 -0.67273
H10 0.34665 -2.71440 0.55708
S1 -0.54834 -0.17500 1.92768
C5 -2.07091 0.51825 2.04425
S2 -2.57397 1.40876 0.68788
C6 -2.88758 0.37011 3.20663
C7 -4.13726 1.02187 3.29933
N1 -5.15858 1.55290 3.37464
C8 -2.47141 -0.44802 4.28021
N2 -2.13086 -1.12671 5.14806
Cl1 -0.84588 -1.07752 -3.84586
Ge1 -1.09326 0.77925 -2.84871
Cl2 0.03592 2.25855 -3.86410
Cl3 -3.16889 1.27975 -2.91288

Here are the natural (NBO) charges for atoms 1 to 2, given in e: atom 1 (Au): 0.8189, atom 2 (C): -0.2571

***

3.
Entry from the Open Molecules 2025 dataset: a structure of composition C8H10BBr4NO6 in a non-equilibrium geometry (wB97M-V/def2-TZVPD).

Kohn-Sham gap in eV: 9.974
LUMO energy in eV: -0.169
Total charge: 0

CARTESIAN COORDINATES (ANGSTROEM)
C1 3.01028 -0.59627 0.86327
C2 2.13431 -1.48379 -0.03811
C3 0.81742 -1.89477 0.60660
C4 -0.35537 -0.91520 0.40270
B1 -1.66924 -1.80075 0.69933
O1 -1.71009 -2.46438 1.90846
O2 -2.71345 -1.92628 -0.18972
O3 -0.37933 -0.22382 -0.83245
C5 0.28261 0.94736 -0.65884
O4 0.57477 1.73062 -1.49841
O5 0.57828 1.09188 0.69062
C6 -0.38025 0.29932 1.33567
Br1 -2.06281 1.30519 1.16744
O6 0.01313 -0.01720 2.64867
C7 -0.88800 0.15338 3.56252
N1 -1.69859 0.01725 4.38012
H1 2.51872 -0.30837 1.78419
H2 3.33150 0.30099 0.35222
H3 3.91159 -1.12767 1.13871
H4 2.69215 -2.40003 -0.19444
H5 2.00245 -1.06688 -1.02689
H6 0.91666 -2.05064 1.67082
H7 0.49820 -2.84964 0.19600
H8 -1.68686 -3.40312 1.71165
H9 -2.46096 -2.48726 -0.92547
C8 -1.34316 4.18285 -3.92950
Br2 -1.03910 5.81891 -4.90054
Br3 -2.15895 4.51339 -2.21810
Br4 -2.35856 2.91694 -4.96730
H10 -0.37738 3.73800 -3.73922

Here are the natural (NBO) charges for atoms 1 to 2, given in e: atom 1 (C): -0.6139, atom 2 (C): -0.4213

***

4.
Entry from the Open Molecules 2025 dataset: a structure of composition C8H10BiBrN in a non-equilibrium geometry (wB97M-V/def2-TZVPD).

Kohn-Sham gap in eV: 6.206
LUMO energy in eV: 3.405
Total charge: -1

CARTESIAN COORDINATES (ANGSTROEM)
C1 0.90210 -1.27560 -1.80220
C2 -0.49520 -1.20320 -2.05490
C3 -1.17750 -1.90140 -1.01480
C4 -0.19740 -2.39310 -0.10980
C5 1.08840 -2.00070 -0.59040
Bi1 0.00000 0.00000 0.00000
C6 -1.57290 1.65140 -0.91270
C7 -0.42690 2.04470 -1.48190
C8 0.52610 2.57010 -2.22460
N1 1.34080 1.01380 0.31200
H1 -2.25870 -2.02290 -0.92160
H2 -0.96010 -0.70070 -2.90630
H3 -0.39020 -2.95170 0.80740
H4 2.04520 -2.21010 -0.11000
H5 1.69000 -0.82490 -2.40720
H6 -2.24370 0.94520 -1.41750
H7 2.20970 1.56140 0.33530
H8 -1.91770 2.09180 0.02950
H9 0.27280 3.36800 -2.93690
H10 1.56520 2.23780 -2.15850
Br1 -0.47270 0.15130 2.64000

Here are the Löwdin charges for atoms 1 to 2, given in e: atom 1 (C): -0.2645, atom 2 (C): -0.2918

***

5.
Entry from the Open Molecules 2025 dataset: a structure of composition C8H10BrCuN5OS in a non-equilibrium geometry (wB97M-V/def2-TZVPD).

ΔE to the lowest compared entry with this formula, charge and spin in kJ/mol: 1216.4
Kohn-Sham gap (alpha / beta) in eV: 8.044 / 4.573
Expectation value of S²: 0.7802
LUMO energy (alpha / beta) in eV: -7.014 / -10.484
Total charge: +2
2S+1: 2

CARTESIAN COORDINATES (ANGSTROEM)
Cu1 -0.56761 -1.72747 -0.61303
O1 5.07288 -1.68762 1.34377
C1 3.91969 -1.85753 1.13848
C2 3.47028 -2.17963 -0.25759
C3 2.09916 -2.08206 -0.64124
N1 0.95697 -2.04128 -0.03989
C4 1.41190 -1.73087 1.20105
Br1 -0.13126 -2.11116 2.22496
C5 2.67747 -1.66694 2.04237
H1 5.86856 -1.56541 0.89464
H2 4.25533 -2.07915 -1.00587
H3 2.27507 -1.90599 -1.62433
H4 2.46300 -1.82053 2.91378
C6 -2.25198 3.60257 -0.34043
C7 -2.60111 2.44760 -0.38978
N2 -3.98715 2.35638 -0.72317
N3 -4.18948 1.04091 -0.69904
C8 -3.15708 0.14022 -0.57680
S1 -3.06405 -1.40777 -0.91736
N4 -2.22967 1.19660 -0.52156
N5 -0.62607 0.66399 -0.51898
H5 -2.60546 4.45155 -0.06908
H6 -1.53621 3.89408 -1.22886
H7 -1.40910 3.74144 0.35056
H8 -5.25558 0.54544 -0.74537
H9 -0.59210 0.63298 -1.47753
H10 -0.26640 1.14967 0.28029

Here are the natural (NBO) charges for atoms 1 to 2, given in e: atom 1 (Cu): 0.7916, atom 2 (O): -0.5990

***

6.
Entry from the Open Molecules 2025 dataset: a cluster of 2 separate species, C8H10BrN3O3 in total in a non-equilibrium geometry (wB97M-V/def2-TZVPD).

ΔE to the lowest compared entry with this formula, charge and spin in kJ/mol: 60.0
Kohn-Sham gap (alpha / beta) in eV: 7.178 / 7.177
LUMO energy (alpha / beta) in eV: -1.847 / -1.847
SMILES: CCC(=O)Nc1ccccn1.O=[N+]([O-])Br
Total charge: 0

CARTESIAN COORDINATES (ANGSTROEM)
C1 -1.07282 3.33826 2.21365
C2 -0.93400 2.41949 0.97461
C3 0.23762 1.54988 0.78683
O1 1.32128 1.69972 1.25625
N1 0.01467 0.58227 -0.09348
C4 0.57087 -0.67820 -0.19294
C5 1.75596 -1.00856 0.42606
C6 2.29686 -2.23983 0.30634
C7 1.67709 -3.13628 -0.60185
C8 0.52821 -2.70549 -1.26490
N2 -0.00109 -1.52406 -1.04049
H1 -0.10343 3.40627 2.81453
H2 -1.40817 4.39303 1.89761
H3 -1.89131 2.96123 2.73543
H4 -0.94584 3.01341 0.02078
H5 -1.80271 1.78607 0.97619
H6 -0.83868 0.70381 -0.66783
H7 2.23205 -0.24376 0.96382
H8 3.24417 -2.42335 0.80064
H9 2.06474 -4.02173 -1.06915
H10 0.17098 -3.44382 -1.87503
O2 -2.05882 -2.42147 -2.20816
N3 -1.88937 -1.28102 -2.08948
O3 -2.37114 -0.51384 -1.36888
Br1 -0.79713 -0.21203 -3.70055

Here are the natural (NBO) charges for atoms 1 to 2, given in e: atom 1 (C): -0.6071, atom 2 (C): -0.5043

***

Q: Number 6 is which compound?
A: C8H10BrN3O3